No. 1
Formula: C5H13NS
Source: the Open Molecules 2025 dataset
Level of theory: ωB97M-V with the def2-TZVPD basis set

Values from the calculation:
Structure (SMILES)   C/C=C/N.CCS
Orbital gap   0.298 hartree
Energy above the lowest of the compared OMol25 structures with the same formula, charge and spin   1.092 eV

Each line ends with the Mulliken charge.
Atoms and positions in Å:
C (0.98, -3.67, 0.54)  -1.2187
C (0.74, -2.24, 0.32)  0.0060
C (1.67, -1.37, 0.72)  -0.0820
N (1.53, -0.01, 0.79)  -0.2654
H (1.82, -3.96, 1.17)  0.3003
H (0.15, -4.13, 1.04)  0.3034
H (1.05, -4.31, -0.38)  0.2551
H (-0.26, -2.02, -0.11)  0.2246
H (2.62, -1.75, 1.08)  0.2457
H (2.24, 0.48, 1.26)  0.1837
H (0.60, 0.45, 0.74)  0.0400
C (-0.76, 2.48, -2.02)  -1.1821
C (-1.38, 1.31, -1.27)  -0.2369
S (-1.19, 1.60, 0.55)  -0.3691
H (0.31, 2.46, -2.05)  0.3374
H (-1.12, 3.43, -1.63)  0.3399
H (-1.13, 2.39, -3.04)  0.3294
H (-2.40, 1.23, -1.46)  0.4014
H (-0.86, 0.35, -1.51)  0.2247
H (-2.16, 0.77, 0.94)  0.1626


No. 2
Formula: C5H13NS2
Source: the Open Molecules 2025 dataset
Level of theory: ωB97M-V with the def2-TZVPD basis set

Values from the calculation:
Structure (SMILES)   CCN[C@H](C)CSS
Orbital gap   0.338 hartree
Energy above the lowest of the compared OMol25 structures with the same formula, charge and spin   0.768 eV

Each line ends with the Mulliken charge.
Atoms and positions in Å:
C (-2.66, -1.09, 1.35)  -1.0914
C (-1.88, -0.94, 0.02)  -0.5884
N (-0.45, -0.77, 0.29)  -0.2180
C (0.22, 0.43, -0.16)  0.3239
C (0.24, 0.72, -1.66)  -1.2873
C (1.58, 0.46, 0.54)  -0.9806
S (2.56, 1.93, 0.13)  -0.0730
S (4.26, 1.19, -0.75)  -0.2232
H (-3.17, -0.18, 1.65)  0.2711
H (-3.44, -1.85, 1.22)  0.3141
H (-2.04, -1.51, 2.12)  0.3260
H (-2.12, -1.80, -0.59)  0.4269
H (-2.26, -0.05, -0.49)  0.3204
H (0.02, -1.66, 0.20)  0.2110
H (-0.37, 1.20, 0.34)  0.1845
H (1.20, 0.40, -2.07)  0.3216
H (0.02, 1.76, -1.88)  0.3131
H (-0.52, 0.16, -2.21)  0.4107
H (1.50, 0.48, 1.62)  0.4305
H (2.08, -0.46, 0.24)  0.4502
H (5.21, 1.59, 0.10)  0.1579


No. 3
Formula: C5H13NS2
Source: the Open Molecules 2025 dataset
Level of theory: ωB97M-V with the def2-TZVPD basis set

Values from the calculation:
Multiplicity   2
Orbital gap (alpha / beta)   0.326 / 0.167 hartree
Net charge   +1
Energy above the lowest of the compared OMol25 structures with the same formula, charge and spin   0.443 eV

Each line ends with the Löwdin spin population.
Atoms and positions in Å:
S (-1.92, 1.85, -0.66)  0.2895
S (-1.31, 1.11, 1.12)  0.4645
C (0.40, 0.63, 0.82)  0.0708
C (0.65, -0.16, -0.56)  0.0303
C (1.21, 0.76, -1.64)  0.0023
N (1.49, -1.31, -0.40)  0.0812
C (1.15, -2.32, 0.59)  0.0092
C (1.96, -3.59, 0.32)  0.0022
H (-2.57, 2.89, -0.12)  0.0196
H (0.54, -0.13, 1.59)  -0.0008
H (0.96, 1.56, 0.85)  0.0201
H (-0.35, -0.51, -0.82)  0.0037
H (1.85, 1.58, -1.33)  0.0003
H (0.38, 1.24, -2.17)  0.0009
H (1.62, 0.17, -2.46)  -0.0002
H (2.46, -1.00, -0.40)  0.0023
H (0.10, -2.56, 0.44)  0.0003
H (1.33, -1.98, 1.60)  0.0037
H (1.61, -4.29, 1.09)  0.0000
H (1.76, -4.00, -0.67)  0.0000
H (3.00, -3.44, 0.58)  0.0000


No. 4
Formula: C5H13O
Source: the Open Molecules 2025 dataset
Level of theory: ωB97M-V with the def2-TZVPD basis set

Values from the calculation:
Orbital gap   0.500 hartree
Net charge   +1
Energy above the lowest of the compared OMol25 structures with the same formula, charge and spin   0.582 eV

Each line ends with the Mulliken charge.
Atoms and positions in Å:
C (-1.10, -1.14, 0.80)  -1.2237
C (-1.58, 0.94, -0.66)  -1.2149
C (1.00, 0.90, 0.91)  -0.6790
C (1.84, -0.54, -0.79)  -0.6921
C (-0.81, -0.31, -0.47)  0.1700
O (0.73, 0.24, -0.27)  -0.1214
H (-2.05, -1.63, 0.76)  0.4369
H (-1.08, -0.55, 1.70)  0.3049
H (-0.42, -1.83, 0.69)  0.5132
H (-1.54, 1.42, 0.33)  0.2944
H (-2.60, 0.66, -1.00)  0.3896
H (-1.13, 1.59, -1.29)  0.4486
H (1.56, 0.22, 1.66)  0.3039
H (1.62, 1.77, 0.65)  0.3116
H (0.04, 1.20, 1.35)  0.3784
H (2.12, -1.40, -0.19)  0.3446
H (1.56, -0.99, -1.78)  0.2987
H (2.53, 0.28, -0.94)  0.3327
H (-0.67, -0.82, -1.47)  0.4038


No. 5
Formula: C5H13O2
Source: the Open Molecules 2025 dataset
Level of theory: ωB97M-V with the def2-TZVPD basis set

Values from the calculation:
Orbital gap   0.278 hartree
Net charge   -1
Energy above the lowest of the compared OMol25 structures with the same formula, charge and spin   0.199 eV

Each line ends with the Mulliken charge.
Atoms and positions in Å:
C (-1.02, -1.61, 1.27)  -0.2900
O (0.03, -0.80, 0.93)  -0.7863
C (-1.89, -1.01, 2.38)  -1.0752
H (-0.68, -2.61, 1.62)  0.1955
H (-1.67, -1.81, 0.39)  0.2252
H (-2.77, -1.63, 2.56)  0.3637
H (-2.17, 0.00, 2.06)  0.2641
H (-1.29, -0.90, 3.29)  0.2284
C (2.18, 0.90, -0.73)  -1.1655
C (1.02, 0.59, -1.68)  0.3390
C (-0.14, 1.56, -1.47)  -1.2063
O (0.58, -0.74, -1.55)  -0.6949
H (3.01, 0.23, -0.99)  0.2792
H (1.93, 0.70, 0.31)  0.2584
H (2.50, 1.94, -0.83)  0.3632
H (1.40, 0.69, -2.71)  0.3417
H (0.17, 2.59, -1.71)  0.3770
H (-0.51, 1.48, -0.45)  0.2233
H (-0.96, 1.29, -2.14)  0.2971
H (0.30, -0.85, -0.54)  0.4625


No. 6
Formula: C5H13O2
Source: the Open Molecules 2025 dataset
Level of theory: ωB97M-V with the def2-TZVPD basis set

Values from the calculation:
Orbital gap   0.246 hartree
Net charge   -1
Energy above the lowest of the compared OMol25 structures with the same formula, charge and spin   2.396 eV

Each line ends with the Mulliken charge.
Atoms and positions in Å:
C (-1.07, 0.06, 1.02)  -0.7395
O (-0.15, -0.01, 2.14)  -0.9021
C (-0.85, 1.20, -0.08)  -0.1520
C (-0.58, 0.47, -1.35)  -1.1620
C (0.69, -0.33, -1.12)  -0.0942
C (1.91, 0.49, -1.57)  -1.4961
H (-1.25, -0.86, 0.52)  0.3471
H (-2.11, 0.27, 1.49)  0.2029
H (0.05, 1.99, 0.10)  0.1754
H (-1.95, 1.65, -0.17)  0.2579
H (-0.46, 1.14, -2.11)  0.5241
H (-1.32, -0.28, -1.50)  0.3616
H (0.71, -1.32, -1.44)  0.5318
H (0.86, -0.48, -0.03)  0.1214
H (2.87, 0.08, -1.55)  0.4398
H (2.14, 1.35, -1.02)  0.3546
H (1.70, 0.98, -2.56)  0.3049
H (-0.19, -2.45, 3.76)  0.2547
H (-0.70, -1.51, 2.69)  0.3424
O (-0.26, -2.43, 2.79)  -0.6727